This record from the Open Molecules 2025 dataset describes 3 unconnected molecules or ions with the total composition C17H32F4N5O9. The level of theory is the ωB97M-V functional and the def2-TZVPD basis.

Geometry as ORCA input:
```
! RIJCOSX wB97M-V def2-TZVPD def2/J DEFGRID3
* xyz 1 1
C -1.546 3.052 -1.272
C -1.183 2.041 -0.085
F -2.065 2.392 1.028
C -1.549 0.489 -0.410
N -1.435 0.132 -1.856
C -0.247 -0.653 -2.180
N 0.220 -0.593 -3.442
C 1.409 -1.443 -3.750
O 2.612 -0.864 -3.161
C 2.916 0.365 -3.906
O 4.259 0.833 -3.611
C 4.500 2.041 -4.392
C 4.135 3.403 -3.585
O 3.788 3.005 -2.216
C -0.507 0.314 -4.373
C 0.148 0.482 -5.817
O 0.836 1.508 -6.073
O 0.056 -0.486 -6.875
N 0.429 -1.494 -1.149
C -0.340 -2.747 -0.885
O 0.355 -3.462 0.171
C -0.532 -3.903 1.180
F 0.200 -4.831 1.984
F -1.651 -4.612 0.695
F -0.892 -2.853 2.081
C 0.505 -0.610 0.061
O -0.852 -0.379 0.494
H -0.595 3.226 -1.877
H -1.965 4.017 -0.796
H -2.409 2.609 -1.885
H -0.123 2.146 0.330
H -2.670 0.397 -0.139
H -2.297 -0.276 -2.244
H 1.347 -2.507 -3.307
H 1.636 -1.580 -4.859
H 2.850 0.226 -5.040
H 2.182 1.161 -3.497
H 5.601 2.067 -4.693
H 3.886 2.063 -5.361
H 5.061 4.088 -3.541
H 3.244 3.957 -4.042
H 2.942 3.424 -1.949
H -0.658 1.382 -3.959
H -1.569 -0.117 -4.542
H -0.713 -0.181 -7.411
H -1.453 -2.583 -0.694
H -0.275 -3.426 -1.820
H 0.978 0.392 -0.278
H 1.190 -1.052 0.857
O -1.952 1.365 6.848
C -2.199 1.448 5.653
N -1.788 2.523 4.928
C -2.959 0.397 4.897
H -1.968 2.635 3.944
H -1.275 3.244 5.413
H -3.951 0.285 5.338
H -2.418 -0.555 4.966
H -3.073 0.661 3.842
O -2.059 -2.016 6.052
C -1.249 -2.232 6.943
N -0.509 -1.227 7.475
C -1.008 -3.601 7.516
H 0.167 -1.359 8.208
H -0.655 -0.295 7.108
H -0.673 -4.267 6.719
H -1.940 -3.979 7.940
H -0.249 -3.586 8.300
*
```

Computed properties:
* max |F|: 5.3 eV/A
* HOMO: -10.88 eV
* gap between HOMO and LUMO: 5.9 eV

---

This record from the Open Molecules 2025 dataset describes a molecular structure, C17H32KN4OTa. The level of theory is the ωB97M-V functional and the def2-TZVPD basis.

Geometry as ORCA input:
```
! RIJCOSX wB97M-V def2-TZVPD def2/J DEFGRID3
* xyz 2 1
N -1.899 -0.091 0.263
C -2.966 -0.640 0.012
O -4.006 -1.160 -0.165
K -1.063 2.774 2.040
Ta 0.047 0.072 0.434
N -0.082 1.867 -0.403
N 0.594 -1.368 -0.755
C -0.709 2.605 -1.579
C -0.059 -2.338 -1.675
C -0.409 4.097 -1.410
C -0.079 2.115 -2.888
C -2.209 2.367 -1.579
C -0.727 -3.416 -0.818
C 0.983 -2.959 -2.608
C -1.094 -1.625 -2.533
H -0.713 4.468 -0.417
H -0.959 4.676 -2.168
H 0.661 4.295 -1.548
H 0.997 2.334 -2.929
H -0.550 2.654 -3.726
H -0.231 1.039 -3.054
H -2.467 1.308 -1.673
H -2.655 2.885 -2.446
H -2.709 2.770 -0.682
H 0.015 -3.899 -0.168
H -1.174 -4.184 -1.471
H -1.525 -2.994 -0.189
H 1.668 -3.621 -2.066
H 1.548 -2.173 -3.126
H 0.469 -3.568 -3.367
H -1.525 -2.354 -3.243
H -0.630 -0.825 -3.124
H -1.929 -1.218 -1.958
C 1.413 2.087 -0.216
H 1.895 1.137 0.196
H 1.884 2.264 -1.197
H 1.678 2.929 0.468
C 1.935 -1.776 -0.220
H 2.176 -1.273 0.734
H 1.937 -2.855 -0.016
H 2.745 -1.547 -0.929
C 2.900 0.636 2.671
C 1.652 0.146 3.263
C 1.456 -0.175 4.597
C 0.159 -0.676 4.734
C -0.450 -0.669 3.488
C -1.770 -1.173 3.113
N 0.456 -0.114 2.565
H 3.003 1.735 2.792
H 3.058 0.377 1.615
H 3.747 0.160 3.199
H 2.223 -0.074 5.365
H -0.307 -1.045 5.638
H -2.166 -1.746 3.971
H -2.491 -0.362 2.922
H -1.748 -1.881 2.265
*
```

Computed properties:
* max |F|: 3.0 eV/A
* HOMO: -13.54 eV
* gap between HOMO and LUMO: 5.8 eV

---

This record from the Open Molecules 2025 dataset describes 11 unconnected molecules or ions with the total composition C17H32N3O27. The level of theory is the ωB97M-V functional and the def2-TZVPD basis.

Geometry as ORCA input:
```
! RIJCOSX wB97M-V def2-TZVPD def2/J DEFGRID3
* xyz -5 1
C -0.849 1.264 2.924
C 0.336 1.567 2.000
O 1.440 1.139 2.173
N -0.036 2.164 0.629
H -0.933 2.616 0.824
H 0.625 2.911 0.380
C -0.084 1.043 -0.409
H -0.528 1.511 3.933
H -1.181 0.260 2.659
H -1.706 1.904 2.698
H -0.291 1.560 -1.341
H -1.024 0.588 -0.090
H 0.701 0.293 -0.369
C -1.176 -5.954 -0.937
C -0.044 -5.300 -1.632
O 1.020 -5.844 -1.842
N 0.000 -3.798 -1.682
H 0.816 -3.636 -2.262
H -0.832 -3.436 -2.154
C 0.210 -3.130 -0.318
H -1.694 -6.780 -1.424
H -1.908 -5.145 -0.868
H -0.757 -6.336 -0.008
H 1.210 -3.379 0.025
H -0.620 -3.565 0.235
H 0.071 -2.062 -0.450
C 2.372 -0.755 -6.193
C 1.775 0.315 -5.293
O 2.180 1.430 -5.192
N 0.617 -0.103 -4.438
H 0.131 -0.858 -4.920
H 1.017 -0.664 -3.682
C -0.338 0.996 -4.058
H 3.431 -0.558 -6.034
H 2.073 -0.616 -7.235
H 2.006 -1.773 -6.068
H -0.960 1.353 -4.874
H 0.110 1.816 -3.493
H -0.926 0.524 -3.268
O 2.496 2.344 4.423
C 2.817 3.187 5.450
O 2.710 2.568 6.558
O 3.153 4.376 5.235
H 2.346 1.697 5.157
O -4.804 3.160 0.025
C -3.519 2.728 -0.173
O -2.652 3.604 -0.170
O -3.355 1.484 -0.001
H -5.327 2.352 0.062
O -3.120 -1.616 4.301
C -2.635 -0.955 5.407
O -2.126 -1.523 6.395
O -2.813 0.300 5.374
H -3.161 -0.660 4.016
O 1.434 -1.680 1.731
C 1.742 -2.041 3.019
O 0.976 -2.791 3.657
O 2.875 -1.666 3.418
H 2.288 -1.207 1.693
O 3.855 -2.780 -2.189
C 2.768 -1.947 -2.438
O 2.039 -2.447 -3.363
O 2.502 -0.942 -1.791
H 3.369 -3.300 -2.874
O -1.657 3.579 6.215
C -2.074 4.511 5.349
O -2.741 4.091 4.374
O -1.763 5.734 5.471
H -1.864 2.786 5.696
O -2.679 -0.117 -2.289
C -2.274 -1.366 -2.170
O -2.642 -2.143 -1.254
O -1.539 -1.765 -3.109
H -3.091 0.309 -1.521
O 3.366 4.465 -1.890
C 2.201 4.149 -1.218
O 1.384 3.339 -1.715
O 2.080 4.467 -0.026
H 3.182 4.151 -2.782
*
```

Computed properties:
* max |F|: 4.8 eV/A
* HOMO: 4.80 eV
* gap between HOMO and LUMO: 2.1 eV

---

This record from the Open Molecules 2025 dataset describes a molecular structure, C17H32NO2PtSe2Si2. The level of theory is the ωB97M-V functional and the def2-TZVPD basis.

Geometry as ORCA input:
```
! RIJCOSX wB97M-V def2-TZVPD def2/J DEFGRID3
* xyz -1 3
Pt 0.347 0.150 -0.261
O 4.696 4.029 -1.120
C 4.674 3.038 -0.094
C 3.467 2.091 -0.186
C 3.363 1.613 -1.651
O 4.627 1.256 -2.204
C 3.792 0.899 0.716
Se 2.301 -0.292 1.260
C 2.234 2.863 0.350
Se 0.500 2.639 -0.553
H 3.801 4.375 -1.212
H 4.674 3.507 0.898
H 5.606 2.478 -0.193
H 2.877 2.371 -2.267
H 2.745 0.717 -1.685
H 5.153 2.063 -2.249
H 4.215 1.259 1.658
H 4.535 0.275 0.220
H 2.417 3.943 0.346
H 2.068 2.575 1.388
C -2.965 1.458 -1.376
Si -2.137 -0.242 -1.447
C -0.971 -0.313 -2.962
C -3.539 -1.458 -1.901
C -1.527 -0.891 0.229
C -0.926 -2.216 0.134
C -1.333 -3.347 0.864
C -0.627 -4.527 0.746
C 0.469 -4.588 -0.109
C 0.798 -3.442 -0.816
N 0.127 -2.304 -0.712
Si -2.180 -0.325 1.889
C -2.424 1.545 1.970
C -3.899 -1.061 2.269
C -1.000 -0.911 3.247
H -3.358 1.719 -2.362
H -2.264 2.237 -1.073
H -3.798 1.457 -0.669
H -1.453 0.139 -3.835
H -0.722 -1.349 -3.194
H -0.034 0.222 -2.793
H -3.973 -1.244 -2.882
H -4.340 -1.410 -1.158
H -3.161 -2.485 -1.913
H -2.192 -3.270 1.517
H -0.922 -5.397 1.319
H 1.048 -5.494 -0.222
H 1.647 -3.436 -1.493
H -3.359 1.838 1.487
H -1.607 2.069 1.472
H -2.463 1.886 3.008
H -4.555 -0.982 1.398
H -4.370 -0.518 3.094
H -3.847 -2.115 2.555
H 0.017 -0.598 3.006
H -0.998 -2.000 3.325
H -1.253 -0.501 4.228
*
```

Computed properties:
* max |F|: 0.9 eV/A
* HOMO (spin up / spin down): -3.36 / -4.13 eV
* gap between HOMO and LUMO (spin up / spin down): 6.1 / 6.3 eV